No. 1
C29H63Ca2N2O11P | ωB97M-V with the def2-TZVPD basis set

The geometry in XYZ format:
```
108
C29H63Ca2N2O11P, DFT ωB97M-V with the def2-TZVPD basis set
Ca 1.47303 -2.29090 0.96222
Ca 1.84713 -0.20114 3.84065
P 2.47423 -3.11750 3.34740
O 3.17091 -1.76970 2.96446
O 1.17274 -2.26772 3.25919
O 3.09463 -3.56395 4.71877
O 2.44246 -3.98796 2.09709
O -0.34611 1.53525 0.44086
C 0.29198 0.37877 0.54368
O 0.10230 -0.55878 -0.23564
O 1.01883 0.14302 1.56717
H -0.73092 1.37407 -0.42374
C -2.78962 -4.75484 1.98676
C -3.31695 -3.62902 1.14225
C -2.16011 -2.77314 0.68649
O -0.97998 -3.25302 1.40829
C -1.50210 -4.01049 2.53439
H -2.47279 -5.62634 1.41387
H -3.43112 -5.14390 2.77747
H -3.89038 -2.91274 1.73066
H -3.82559 -3.92470 0.22467
H -2.16895 -1.72750 0.99415
H -2.02710 -2.80457 -0.39491
H -1.72770 -3.27879 3.31015
H -0.74694 -4.68423 2.93923
C 1.23237 5.18295 -1.49142
C 0.09962 5.81951 -2.41008
C -1.12120 4.96697 -2.01133
O -0.58735 3.76454 -1.49785
C 0.82541 3.74879 -1.57771
H 1.18571 5.53030 -0.45930
H 2.20757 5.44804 -1.89986
H 0.40350 5.75908 -3.45512
H -0.19078 6.83301 -2.13333
H -1.71911 4.69979 -2.88266
H -1.61352 5.39957 -1.14037
H 1.07618 3.41485 -2.58453
H 1.31097 3.20764 -0.76562
C -4.90842 3.15165 1.49055
C -3.45098 3.13684 0.82589
C -3.67788 2.00116 -0.20450
O -4.62463 1.08044 0.35934
C -5.60558 1.80371 1.00802
H -5.48852 3.98931 1.10339
H -4.71499 3.31086 2.55137
H -2.63815 2.96687 1.53194
H -3.19354 4.11004 0.40793
H -2.74150 1.49206 -0.43277
H -4.07804 2.32421 -1.16555
H -6.00724 1.22678 1.84104
H -6.43463 1.95344 0.31638
C 5.10117 -1.95225 -1.49866
C 4.80300 -0.51710 -1.50630
C 3.50698 -0.30855 -0.64691
O 3.07726 -1.60942 -0.35011
C 4.12241 -2.54784 -0.49635
H 6.11333 -1.93898 -1.09435
H 5.05119 -2.29341 -2.53269
H 4.61297 -0.18007 -2.52532
H 5.44750 0.22272 -1.03157
H 2.66086 0.28235 -0.99766
H 3.77976 0.20589 0.27452
H 3.78102 -3.47943 -0.94769
H 4.53215 -2.76159 0.49083
C 0.44356 -3.88331 -6.76428
C 0.28283 -2.33823 -6.99251
N 1.44114 -1.57266 -6.35869
C 1.65801 -0.35724 -7.12643
C 2.88927 0.48182 -6.83729
C 1.45822 -1.43293 -4.85257
C 0.33833 -0.58099 -4.26518
H 0.27319 -4.11050 -5.71192
H 1.37986 -4.32510 -7.10528
H -0.28471 -4.44401 -7.35024
H 0.27564 -2.04594 -8.04257
H -0.67325 -1.97157 -6.61890
H 1.63307 -0.57396 -8.19438
H 0.78639 0.29592 -7.08454
H 3.11181 1.33389 -7.47960
H 2.71937 0.98320 -5.88448
H 3.85031 -0.02931 -6.78046
H 2.42821 -0.99840 -4.61089
H 1.61695 -2.39745 -4.37028
H 0.34819 0.44462 -4.63410
H 0.34535 -0.53637 -3.17611
H -0.59647 -1.08818 -4.50395
C 0.34949 2.60804 4.07547
C 0.28505 1.80606 5.36190
N -0.00119 0.36950 5.22026
C -1.23122 0.11808 4.55769
C -2.54896 0.72507 5.15225
C 0.04605 -0.22671 6.55823
C -0.14344 -1.70429 6.55219
H -0.63539 2.65856 3.61117
H 1.11002 2.39079 3.32549
H 0.68391 3.59097 4.40730
H 1.25846 2.01452 5.80590
H -0.50506 2.21516 5.99155
H -1.16882 0.31505 3.48745
H -1.47496 -0.94362 4.51929
H -2.62041 0.57875 6.23002
H -2.64746 1.77682 4.88350
H -3.38453 0.18994 4.70106
H -0.52831 0.20226 7.37933
H 1.04433 0.04417 6.90196
H -0.05478 -2.10824 7.56069
H 0.52237 -2.10328 5.78695
H -1.18709 -1.96631 6.37830
```

energy relative to the best compared isomer or geometry (same formula, charge and spin) = 67.1 kcal per mole
HOMO energy = -6.6 eV
frontier orbital gap = 6.27 eV

=====

No. 2
C29H63HgN2O11S4 | ωB97M-V with the def2-TZVPD basis set

The geometry in XYZ format:
```
110
C29H63HgN2O11S4, DFT ωB97M-V with the def2-TZVPD basis set
Hg -2.46549 -1.24459 2.89724
O -0.57514 -0.70486 -0.76476
C -1.13391 -0.96975 0.42070
O -0.46763 -1.22357 1.47313
O -2.38348 -1.02115 0.61742
H 0.36330 -0.79579 -0.51018
C 3.26561 -0.12801 -0.54280
C 4.00896 1.09188 -1.10682
N 3.07977 2.14036 -1.56808
C 2.31404 2.66936 -0.44325
C 3.09392 3.46444 0.66687
C 3.69486 3.21068 -2.33121
C 2.71003 3.92908 -3.23043
H 2.41450 -0.36512 -1.20006
H 2.58786 -0.00984 0.31165
H 3.83121 -1.04761 -0.41341
H 4.68282 1.59342 -0.40478
H 4.61851 0.70995 -1.92468
H 1.44223 3.27304 -0.71032
H 1.76084 1.78412 -0.10981
H 2.41711 3.81945 1.44449
H 3.87294 2.89864 1.17816
H 3.56394 4.32521 0.19447
H 4.32087 2.74063 -3.09888
H 4.37556 3.88180 -1.79762
H 2.24149 3.22856 -3.92499
H 3.06709 4.79629 -3.78412
H 1.81716 4.31592 -2.72145
C 1.98023 -4.09692 0.49589
C 3.40302 -4.30686 1.05484
N 4.38654 -3.63705 0.20027
C 5.60706 -3.39001 0.94684
C 5.51651 -2.29318 1.99957
C 4.58613 -4.40413 -1.04197
C 4.88837 -3.41558 -2.21138
H 1.48406 -3.14991 0.72842
H 1.37093 -4.86629 0.97895
H 1.84880 -4.17421 -0.58227
H 3.51170 -4.09098 2.11761
H 3.57455 -5.39432 1.04273
H 6.07780 -4.25170 1.44160
H 6.34730 -3.03121 0.22516
H 6.47058 -2.08006 2.48129
H 5.18739 -1.35395 1.54693
H 4.81971 -2.51688 2.81116
H 3.75931 -5.04542 -1.33774
H 5.41803 -5.10292 -0.90206
H 4.26743 -3.65233 -3.07928
H 5.91692 -3.51867 -2.55100
H 4.58258 -2.40553 -1.95248
C 2.26172 0.55546 4.59213
C 2.31495 -0.03879 3.17159
C 1.87402 -1.49192 3.33880
S 0.64943 -1.47571 4.69851
O 1.35164 -2.14037 5.77260
O -0.68513 -1.87441 4.26198
C 0.80649 0.32879 5.06346
H 2.51352 1.59448 4.79455
H 2.89955 -0.07290 5.21765
H 3.29543 -0.05977 2.69177
H 1.76279 0.61632 2.49442
H 2.56883 -2.27404 3.64374
H 1.53383 -1.92746 2.39848
H 0.50429 0.61746 6.06476
H 0.15723 0.78825 4.31158
C -1.31036 3.93824 -1.29266
C -1.45845 2.58994 -0.51537
C -2.57723 2.87554 0.49350
S -3.90243 3.78936 -0.43526
O -4.63573 4.68138 0.41101
O -4.60643 2.75297 -1.22612
C -2.65050 4.59069 -1.59235
H -0.59720 3.94283 -2.11508
H -0.79776 4.58126 -0.56665
H -0.52622 2.24173 -0.07473
H -1.66326 1.88778 -1.32655
H -2.29372 3.63385 1.22489
H -3.10413 2.03621 0.94225
H -2.71239 5.63282 -1.28635
H -2.99843 4.43091 -2.60969
C -2.64950 -2.30413 -3.31743
C -3.82567 -1.40825 -2.77217
C -3.79037 0.01255 -3.42631
S -2.78489 -0.22682 -4.93423
O -2.04725 0.94349 -5.38604
O -3.56721 -0.90020 -5.96432
C -1.68170 -1.43310 -4.13989
H -3.07679 -3.16297 -3.82177
H -2.04670 -2.61626 -2.46335
H -3.82739 -1.29851 -1.69071
H -4.73566 -1.89665 -3.11628
H -3.06401 0.61101 -2.86583
H -4.66374 0.64270 -3.56068
H -1.00604 -0.76214 -3.61438
H -1.25518 -2.02316 -4.94740
C -7.22247 0.98639 0.48273
C -7.82146 0.75445 1.84111
C -7.29839 -0.55428 2.47161
S -5.86079 -0.92271 1.44598
O -6.20427 -1.87499 0.43018
O -4.62028 -1.02227 2.22705
C -5.72480 0.67347 0.58674
H -7.38669 2.05989 0.37720
H -7.72270 0.41484 -0.29600
H -8.90502 0.84816 1.79492
H -7.48848 1.50456 2.56458
H -8.00774 -1.34688 2.23097
H -6.90170 -0.63367 3.48019
H -5.14500 0.56860 -0.32823
H -5.16644 1.43155 1.13535
```

energy relative to the best compared isomer or geometry (same formula, charge and spin) = 17.2 kcal per mole
net charge = +1
HOMO energy = -10.6 eV
frontier orbital gap = 4.77 eV

=====

No. 3
C29H63IN4O7PS | ωB97M-V with the def2-TZVPD basis set

The geometry in XYZ format:
```
106
C29H63IN4O7PS, DFT ωB97M-V with the def2-TZVPD basis set
C 2.56357 -1.62713 5.57244
C 2.15594 -3.07634 5.15861
C 2.85914 -3.50939 3.84116
C 1.87511 -3.80110 2.69668
C 1.01308 -2.54817 2.27379
C 1.00480 -2.52199 0.73267
C -0.02154 -1.62004 -0.02642
C -0.85650 -0.56714 0.76518
C -2.01115 -1.36193 1.43614
C -3.45787 -0.82506 1.22280
C -4.19269 -0.91827 2.59416
C -4.21171 -1.80925 0.27116
N -1.30436 0.37477 -0.32762
N -1.78922 -0.14483 -1.50846
C -1.07346 0.19668 -2.75346
C 0.21783 1.02701 -2.61896
C 0.05643 2.55521 -2.80579
C -0.59969 2.97333 -4.15454
C -1.53241 1.61536 0.12772
N -2.33957 2.60150 -0.20832
C -3.27637 2.48206 -1.34013
C -4.04956 3.79362 -1.61870
C -4.75030 4.42220 -0.38201
C -5.40605 3.42154 0.59259
S -6.58268 2.30623 -0.19771
O -6.11472 0.94912 -0.04295
O -6.84452 2.64544 -1.55912
O -7.94790 2.44320 0.64468
N -0.72254 1.79825 1.23103
C -0.07540 0.49113 1.58746
I -0.25013 0.49071 3.75530
C 1.47009 0.64531 1.30152
C 1.97055 2.07254 1.00330
C 3.46804 1.89409 0.56180
C 2.01732 2.99337 2.26342
H 3.24781 -1.63270 6.42967
H 3.07200 -1.09369 4.75968
H 1.69615 -1.02747 5.87240
H 2.45601 -3.73034 5.98370
H 1.06310 -3.12598 5.08035
H 3.38894 -4.45256 4.04357
H 3.61652 -2.77487 3.54246
H 2.41012 -4.15451 1.80526
H 1.20000 -4.61938 2.98817
H 0.04275 -2.68736 2.75643
H 1.57710 -1.69088 2.65517
H 0.87785 -3.55696 0.38844
H 2.01197 -2.23325 0.40941
H 0.56320 -1.05200 -0.76596
H -0.65055 -2.27819 -0.63082
H -1.99073 -2.37325 1.01625
H -1.86678 -1.51430 2.51151
H -3.54554 0.22660 0.92072
H -3.63697 -0.37956 3.37621
H -5.19551 -0.47960 2.51232
H -4.30790 -1.96228 2.90755
H -5.07496 -1.35817 -0.22127
H -3.49661 -2.18360 -0.47303
H -4.53119 -2.66505 0.87734
H -2.79445 -0.11139 -1.58868
H -1.77443 0.73135 -3.41551
H -0.82277 -0.72757 -3.29464
H 0.78196 0.86850 -1.69250
H 0.88385 0.70276 -3.43158
H 1.07498 2.96940 -2.80513
H -0.47161 3.05691 -1.98525
H -0.08895 3.88322 -4.49558
H -1.63348 3.28395 -3.95891
H -0.51465 2.22740 -4.94886
H -2.33812 3.47096 0.30385
H -2.68021 2.30172 -2.24182
H -3.99060 1.65807 -1.22439
H -3.37322 4.53010 -2.07553
H -4.77561 3.54338 -2.39871
H -4.00354 5.03067 0.14979
H -5.48503 5.13811 -0.76954
H -5.95687 4.00778 1.33672
H -4.61917 2.83033 1.06911
H -7.89140 1.74016 1.31785
H -1.24139 2.15638 2.02836
H 1.99263 0.32974 2.21093
H 1.84203 -0.00968 0.50360
H 1.48261 2.56156 0.15199
H 3.97052 1.19140 1.23639
H 3.44294 1.44202 -0.44149
H 3.95787 2.86868 0.51699
H 2.15345 2.39507 3.17073
H 1.12775 3.62968 2.32934
H 2.89479 3.64126 2.17137
C 6.34077 -1.34716 -1.47371
O 5.18006 -1.03444 -2.23184
P 4.14803 -2.23872 -2.75552
O 3.50409 -2.59801 -1.45411
O 5.37233 -3.26709 -3.12227
C 6.39217 -2.89311 -4.04693
O 3.10709 -3.09263 -3.78622
C 2.73693 -2.44276 -5.01771
H 6.42909 -0.59739 -0.68764
H 6.28724 -2.33558 -1.02047
H 7.22601 -1.26913 -2.10700
H 7.36243 -3.04915 -3.57204
H 6.32206 -1.84874 -4.35545
H 6.34940 -3.53987 -4.92354
H 3.62082 -2.23485 -5.62706
H 2.20700 -1.50909 -4.81303
H 2.07624 -3.10693 -5.56924
```

net charge = +1
HOMO energy = -11.9 eV
frontier orbital gap = 8.38 eV